[1]
Computed, not measured: a molecular structure, C32H57N4OP2STc in a non-equilibrium geometry, with ωB97M-V with the def2-TZVPD basis set.

Summary:
- charge = +3
- multiplicity = 4
- HOMO-LUMO gap (spin up / spin down) (eV) = 7.04 / 5.13
- E_HOMO (spin up / spin down) (eV) = -16.40 / -16.50
- LUMO level (spin up / spin down) (eV) = -9.35 / -11.37
- F_max (eV Å⁻¹) = 5.816
- relative energy (zero: lowest compared OMol25 entry of this formula, charge and spin) (kJ/mol) = 161.26

Last column: Löwdin spin population.
Positions of all 98 atoms, in Å:
C  1.32  -1.12  -2.68  0.02
C  0.66  1.15  -2.35  0.00
C  1.88  -0.80  -3.92  0.00
C  1.13  1.47  -3.64  0.01
C  1.77  0.50  -4.41  0.01
H  2.36  -1.66  -4.44  0.00
H  1.06  2.55  -3.89  0.00
H  2.28  0.75  -5.34  0.00
N  0.89  -0.13  -1.85  0.02
P  1.06  -2.72  -0.35  0.04
P  -0.44  2.71  0.05  0.49
C  1.15  -2.57  -2.19  0.01
H  0.23  -2.93  -2.68  0.00
H  1.96  -3.16  -2.63  0.00
C  -0.35  2.12  -1.78  0.05
H  -0.37  3.05  -2.50  0.01
C  -1.87  4.12  -0.10  0.04
C  0.82  3.54  1.32  0.08
C  -0.32  -3.96  0.07  0.02
C  2.78  -3.49  -0.09  0.01
C  -2.94  3.53  0.85  0.02
H  -2.67  3.73  1.90  0.00
H  -3.93  3.99  0.64  0.00
H  -3.02  2.44  0.72  0.00
C  -1.57  5.60  0.27  0.01
H  -1.17  5.80  1.28  0.00
H  -0.87  6.04  -0.46  0.00
H  -2.53  6.17  0.20  0.00
C  -2.38  4.30  -1.56  0.00
H  -3.40  4.75  -1.59  0.00
H  -1.73  5.00  -2.11  0.00
H  -2.39  3.35  -2.13  0.00
C  -0.01  3.93  2.57  0.00
H  -0.55  3.05  2.95  0.00
H  0.68  4.29  3.36  0.00
H  -0.76  4.71  2.41  0.00
C  1.82  2.49  1.81  0.00
H  1.30  1.66  2.31  0.00
H  2.45  2.09  1.01  0.00
H  2.47  2.96  2.56  0.00
C  1.59  4.67  0.65  0.04
H  0.96  5.55  0.43  0.00
H  2.41  5.00  1.32  0.01
H  2.05  4.33  -0.30  0.00
C  3.05  -3.77  1.40  0.00
H  4.08  -4.18  1.48  0.00
H  3.00  -2.85  2.01  0.00
H  2.35  -4.53  1.79  0.00
C  3.86  -2.54  -0.66  0.00
H  3.76  -2.40  -1.75  0.00
H  3.85  -1.55  -0.18  0.00
H  4.84  -2.99  -0.47  0.00
C  2.96  -4.81  -0.85  0.00
H  4.02  -5.11  -0.81  0.00
H  2.38  -5.63  -0.42  0.00
H  2.67  -4.72  -1.91  0.00
C  -1.54  -3.61  -0.81  0.00
H  -1.41  -3.97  -1.85  0.00
H  -2.44  -4.10  -0.39  0.00
H  -1.71  -2.51  -0.80  0.00
C  -0.75  -3.83  1.56  0.01
H  -1.07  -2.79  1.80  0.00
H  -1.61  -4.51  1.70  0.00
H  0.06  -4.14  2.25  0.00
C  0.07  -5.43  -0.18  0.00
H  0.43  -5.60  -1.22  0.00
H  0.82  -5.79  0.55  0.00
H  -0.83  -6.07  -0.05  0.00
Tc  0.34  -0.60  0.16  1.50
C  1.94  -0.49  1.13  0.02
O  2.92  -0.44  1.81  0.06
N  -1.45  0.32  -0.53  0.25
C  -1.73  1.09  -1.54  0.04
C  -3.10  0.76  -2.37  0.01
C  -3.60  1.76  -3.40  0.00
C  -2.86  -0.54  -3.15  0.00
C  -4.17  0.54  -1.29  0.00
H  -4.06  2.67  -2.94  0.00
H  -2.87  2.04  -4.17  0.00
H  -4.44  1.27  -3.93  0.00
H  -2.75  -1.38  -2.46  0.00
H  -3.72  -0.80  -3.77  0.00
H  -2.01  -0.46  -3.83  0.00
H  -4.91  -0.24  -1.64  0.00
H  -3.71  0.15  -0.38  0.00
H  -4.74  1.48  -1.06  0.00
S  -0.80  -0.14  2.12  0.14
C  0.15  -0.50  3.53  0.03
N  0.28  0.34  4.57  0.01
C  1.09  -0.20  5.64  0.00
C  1.55  -1.53  5.08  0.00
N  0.88  -1.60  3.80  0.01
H  -0.20  1.24  4.57  0.00
H  0.48  -0.32  6.55  0.00
H  1.93  0.47  5.85  0.00
H  1.26  -2.38  5.72  0.00
H  2.64  -1.58  4.93  0.00
H  1.04  -2.34  3.10  0.00



[2]
Computed, not measured: a molecular structure, C32H58AgBr2F2NO10S2 in a non-equilibrium geometry, with ωB97M-V with the def2-TZVPD basis set.

Summary:
- HOMO-LUMO gap (eV) = 6.35
- E_HOMO (eV) = -9.13
- LUMO level (eV) = -2.79
- F_max (eV Å⁻¹) = 3.162

Last column: Löwdin charge in e.
Positions of all 108 atoms, in Å:
Ag  -1.99  3.30  -1.57  0.90
N  -0.19  1.91  -0.98  -0.36
S  0.18  0.56  -1.77  0.49
O  -0.57  -0.56  -1.37  -0.25
O  1.55  0.41  -2.09  -0.23
F  -0.46  0.99  -3.18  -0.19
S  -0.21  1.43  0.59  0.48
O  0.99  0.83  1.03  -0.23
O  -1.46  0.96  1.04  -0.27
F  -0.13  2.91  1.16  -0.16
Br  1.32  -1.11  5.54  0.67
C  0.77  -2.02  3.93  -0.69
C  -0.43  -1.28  3.41  -0.67
Br  -1.21  -2.21  1.87  0.71
H  0.55  -3.06  4.15  0.06
H  1.60  -1.97  3.24  0.03
H  -0.16  -0.32  3.00  0.02
H  -1.21  -1.19  4.16  0.05
C  3.33  1.69  3.59  -0.09
C  3.07  2.49  2.50  -0.09
C  3.21  3.87  2.60  -0.10
C  3.73  4.43  3.77  -0.09
C  4.00  3.62  4.85  -0.09
C  3.81  2.25  4.77  -0.08
H  3.26  0.62  3.49  0.09
H  2.67  2.06  1.59  0.07
H  2.96  4.53  1.77  0.06
H  3.89  5.50  3.81  0.10
H  4.40  4.07  5.75  0.10
H  4.02  1.60  5.61  0.10
C  4.51  -2.37  0.68  -0.09
C  3.15  -2.28  0.53  -0.10
C  2.31  -3.25  1.07  -0.12
C  2.87  -4.37  1.66  -0.10
C  4.24  -4.52  1.74  -0.10
C  5.07  -3.50  1.26  -0.08
H  5.18  -1.63  0.26  0.10
H  2.75  -1.49  -0.09  0.09
H  1.25  -3.15  0.93  0.04
H  2.21  -5.15  2.04  0.10
H  4.69  -5.44  2.10  0.10
H  6.15  -3.62  1.25  0.10
C  -5.30  -1.86  -5.87  -0.10
C  -4.40  -2.36  -4.94  -0.11
C  -3.43  -1.51  -4.42  -0.09
C  -3.39  -0.19  -4.83  -0.09
C  -4.26  0.29  -5.80  -0.10
C  -5.25  -0.54  -6.31  -0.10
H  -6.12  -2.49  -6.21  0.10
H  -4.47  -3.40  -4.66  0.11
H  -2.68  -1.87  -3.72  0.10
H  -2.69  0.50  -4.36  0.08
H  -4.14  1.31  -6.14  0.10
H  -5.92  -0.20  -7.09  0.10
C  3.28  -2.88  -3.18  -0.09
C  3.94  -1.57  -3.54  -0.32
O  4.18  -0.78  -2.39  -0.09
H  2.45  -2.70  -2.49  0.06
H  3.97  -3.53  -2.63  0.08
H  2.89  -3.44  -4.03  0.07
H  3.30  -1.01  -4.24  0.11
H  4.89  -1.76  -4.04  0.11
H  3.37  -0.30  -2.19  0.02
C  -0.58  -4.14  -2.09  -0.09
C  0.00  -5.50  -1.75  -0.31
O  -0.29  -6.45  -2.79  -0.09
H  -0.23  -3.40  -1.36  0.05
H  -1.67  -4.14  -2.02  0.06
H  -0.22  -3.81  -3.06  0.08
H  -0.35  -5.88  -0.79  0.11
H  1.09  -5.45  -1.76  0.11
H  -1.09  -6.93  -2.59  0.07
C  -0.51  6.49  1.99  -0.08
C  0.30  6.03  3.20  -0.31
O  -0.14  4.78  3.72  -0.07
H  -0.50  5.76  1.17  0.04
H  -0.07  7.40  1.57  0.07
H  -1.52  6.72  2.31  0.07
H  0.17  6.74  4.02  0.11
H  1.37  5.97  2.96  0.09
H  0.09  4.07  3.11  0.05
C  -5.63  -2.21  -1.59  -0.08
C  -4.41  -2.14  -0.71  -0.31
O  -3.66  -0.94  -0.95  -0.11
H  -6.43  -1.55  -1.27  0.08
H  -6.05  -3.21  -1.42  0.08
H  -5.45  -2.09  -2.65  0.04
H  -3.78  -3.02  -0.90  0.10
H  -4.68  -2.13  0.35  0.10
H  -2.78  -1.09  -0.57  0.01
C  2.99  4.21  -1.46  -0.06
C  2.00  4.96  -0.58  -0.29
O  0.64  4.66  -0.94  -0.15
H  2.63  4.11  -2.48  0.08
H  3.06  3.17  -1.11  0.07
H  4.01  4.57  -1.39  0.08
H  2.13  6.04  -0.66  0.12
H  2.15  4.70  0.48  0.06
H  0.54  3.72  -0.78  -0.02
C  -4.86  -0.26  3.01  -0.08
C  -4.08  1.05  3.19  -0.31
O  -4.00  1.82  2.00  -0.09
H  -5.75  -0.13  2.39  0.07
H  -5.18  -0.60  4.00  0.07
H  -4.20  -1.05  2.63  0.04
H  -3.08  0.80  3.56  0.10
H  -4.61  1.66  3.93  0.11
H  -3.26  1.47  1.49  0.02



[3]
Computed, not measured: 3 unconnected molecules or ions with the total composition C32H58F5NO12PS in a non-equilibrium geometry, with ωB97M-V with the def2-TZVPD basis set.

Summary:
- charge = +1
- HOMO-LUMO gap (eV) = 4.82
- E_HOMO (eV) = -10.39
- LUMO level (eV) = -5.56
- F_max (eV Å⁻¹) = 9.379

Last column: Löwdin charge in e.
Positions of all 110 atoms, in Å:
C  -1.14  -4.42  -2.01  -0.14
C  -0.19  -4.52  -3.37  -0.24
C  -0.67  -3.27  -4.37  -0.17
C  0.30  -1.96  -4.26  -0.02
C  0.81  -1.47  -2.78  0.12
N  1.68  -0.22  -2.56  -0.02
C  2.04  0.01  -1.09  -0.16
C  3.64  0.02  -0.77  -0.17
C  3.93  -1.16  0.38  -0.17
C  5.56  -1.39  0.44  -0.22
O  6.23  -0.12  0.86  -0.14
C  2.15  0.69  -3.72  0.01
C  3.05  2.03  -3.44  -0.13
C  2.44  3.08  -2.34  -0.17
C  0.85  3.42  -2.49  -0.08
C  0.08  3.79  -1.09  -0.19
F  -0.23  5.27  -1.05  0.00
F  0.82  3.50  0.15  0.01
C  -1.38  3.00  -0.95  -0.15
F  -1.17  1.55  -0.68  0.01
F  -2.05  3.55  0.28  0.03
F  -2.27  3.27  -2.13  0.04
C  1.76  0.32  -5.31  -0.07
S  2.37  1.36  -6.77  0.75
C  1.38  2.99  -6.80  -0.14
O  3.93  1.64  -6.69  -0.39
O  2.16  0.73  -8.16  -0.35
C  0.79  -1.02  -5.55  0.07
C  0.24  -1.54  -7.01  -0.30
O  -0.51  -0.65  -7.72  0.02
O  0.40  -2.87  -7.60  -0.30
P  2.05  -3.41  -7.64  0.96
C  2.16  -4.64  -6.14  -0.28
O  3.19  -2.10  -7.40  -0.33
H  -1.76  -3.42  -1.99  0.08
H  -1.89  -5.33  -2.01  0.10
H  -0.44  -4.40  -1.07  0.08
H  -0.44  -5.52  -3.94  0.12
H  0.96  -4.50  -3.14  0.10
H  -1.78  -2.90  -4.11  0.14
H  -0.75  -3.75  -5.43  0.11
H  0.46  -2.14  -1.86  0.14
H  1.49  1.01  -0.74  0.13
H  1.56  -0.84  -0.41  0.14
H  3.88  1.06  -0.23  0.13
H  4.35  -0.06  -1.70  0.11
H  3.48  -0.91  1.42  0.12
H  3.33  -2.11  -0.02  0.12
H  5.92  -1.70  -0.65  0.13
H  5.86  -2.19  1.26  0.14
H  6.49  0.35  0.01  0.10
H  3.31  2.66  -4.39  0.11
H  4.10  1.67  -3.00  0.14
H  3.03  4.11  -2.49  0.15
H  2.78  2.69  -1.28  0.10
H  0.23  2.60  -3.06  0.13
H  0.78  4.40  -3.17  0.15
H  1.88  3.81  -7.48  0.11
H  0.34  2.72  -7.32  0.11
H  1.11  3.38  -5.72  0.06
H  3.02  -5.44  -6.28  0.07
H  2.18  -4.09  -5.10  0.03
H  1.13  -5.24  -6.17  0.07
H  3.42  -2.15  -6.42  0.06
C  -4.99  1.42  0.73  -0.11
O  -4.94  1.35  2.15  -0.20
C  -4.33  2.48  2.77  -0.19
C  -5.16  2.97  3.96  -0.17
O  -6.43  3.56  3.64  -0.12
C  -7.42  2.70  3.05  -0.16
C  -7.95  1.57  3.94  -0.18
O  -6.94  0.60  4.22  -0.21
C  -6.84  0.26  5.59  -0.11
H  -4.08  1.00  0.31  0.07
H  -5.84  0.83  0.39  0.09
H  -5.13  2.45  0.38  0.09
H  -4.19  3.31  2.06  0.11
H  -3.35  2.17  3.13  0.12
H  -4.60  3.77  4.45  0.13
H  -5.29  2.20  4.71  0.10
H  -7.07  2.32  2.09  0.10
H  -8.27  3.35  2.81  0.13
H  -8.76  1.05  3.41  0.12
H  -8.37  2.00  4.86  0.12
H  -7.04  1.11  6.25  0.09
H  -5.81  -0.07  5.78  0.09
H  -7.52  -0.57  5.82  0.09
C  1.55  1.47  7.20  -0.11
O  0.99  0.27  6.70  -0.20
C  0.22  0.43  5.52  -0.18
C  0.56  -0.64  4.48  -0.17
O  1.87  -0.55  3.89  -0.15
C  2.99  -0.75  4.77  -0.17
C  3.14  -2.16  5.36  -0.18
O  2.09  -2.47  6.26  -0.20
C  1.48  -3.73  6.04  -0.11
H  0.85  1.95  7.88  0.09
H  2.46  1.21  7.75  0.09
H  1.83  2.16  6.39  0.09
H  0.36  1.42  5.07  0.12
H  -0.83  0.33  5.79  0.13
H  -0.13  -0.52  3.64  0.12
H  0.39  -1.65  4.86  0.10
H  3.01  0.01  5.55  0.11
H  3.88  -0.56  4.15  0.12
H  4.08  -2.21  5.92  0.13
H  3.20  -2.89  4.54  0.12
H  1.45  -3.99  4.98  0.08
H  0.45  -3.68  6.41  0.09
H  2.02  -4.50  6.60  0.09



no.,total energy (eV)
1,-73700.5028
2,-227276.1851
3,-93867.3477